# 1
# C16H31Br12FNO5PS

5 unconnected molecules or ions with the total composition C16H31Br12FNO5PS in a non-equilibrium geometry (ωB97M-V/def2-TZVPD, the OMol25 dataset).

Geometry as ORCA input:
```
! RIJCOSX wB97M-V def2-TZVPD def2/J DEFGRID3
* xyz 0 1
O 3.472 -3.771 3.701
C 3.101 -2.975 2.685
C 1.618 -2.436 2.221
C 2.012 -0.837 2.000
S 0.781 0.093 0.937
O -0.627 -0.112 1.621
O 0.686 -0.503 -0.508
F 1.134 1.777 0.744
C 3.597 -0.887 1.588
P 4.172 -0.289 -0.132
O 4.951 1.275 0.188
O 5.543 -1.349 -0.520
N 4.068 -2.324 1.721
H 0.750 -2.623 3.017
H 1.177 -3.006 1.283
H 1.989 -0.395 3.106
H 4.111 -0.125 2.312
H 5.502 1.072 1.023
H 6.165 -1.293 0.289
H 3.719 -2.723 0.812
Br -4.519 4.743 2.257
C -2.949 4.044 1.334
C -2.245 2.998 2.167
Br -1.204 3.818 3.597
H -2.316 4.901 1.087
H -3.336 3.605 0.409
H -1.517 2.450 1.563
H -2.929 2.286 2.638
Br -3.059 2.129 -2.190
C -1.141 2.461 -2.307
C -0.841 3.942 -2.305
Br -1.220 4.742 -4.042
H -0.782 1.947 -3.203
H -0.715 1.980 -1.422
H 0.225 4.120 -2.137
H -1.419 4.501 -1.563
Br 3.901 -5.852 4.168
C 5.749 -5.954 3.553
C 6.000 -7.231 2.785
Br 6.175 -8.757 3.988
H 6.385 -5.847 4.436
H 5.882 -5.083 2.907
H 6.953 -7.179 2.251
H 5.204 -7.474 2.075
Br -4.579 0.401 -5.108
C -6.479 0.832 -5.022
C -6.771 1.792 -3.893
Br -6.765 0.878 -2.169
H -7.018 -0.116 -4.937
H -6.710 1.290 -5.988
H -7.778 2.207 -3.990
H -6.051 2.611 -3.822
Br -2.939 10.943 -3.306
C -2.603 9.235 -4.185
C -3.729 8.259 -3.934
Br -3.622 7.506 -2.137
H -1.632 8.878 -3.830
H -2.530 9.473 -5.250
H -3.653 7.400 -4.606
H -4.721 8.707 -4.034
Br 2.605 -7.040 1.882
C 0.954 -8.076 1.948
C -0.259 -7.176 1.888
Br -0.579 -6.307 3.604
H 0.996 -8.687 2.854
H 0.993 -8.729 1.072
H -1.163 -7.760 1.692
H -0.175 -6.383 1.139
*
```

Output
**Gap between HOMO and LUMO**: 7.05 eV
**E_tot**: -32786.5506 Eh

Atomic partial charges in e from the Mulliken method, atoms 1 to 2: atom 1 (O): -0.525, atom 2 (C): 0.398

***

# 2
# C23H33N3O4S

A single C23H33N3O4S molecule in a non-equilibrium geometry (ωB97M-V/def2-TZVPD, the OMol25 dataset).

Geometry as ORCA input:
```
! RIJCOSX wB97M-V def2-TZVPD def2/J DEFGRID3
* xyz 0 1
C -4.607 -0.200 -2.283
C -4.642 -0.404 -0.819
N -5.564 -1.094 -0.208
O -5.293 -1.064 1.122
C -4.187 -0.345 1.342
C -3.691 -0.163 2.724
C -3.711 0.100 0.135
S -2.352 1.164 -0.224
O -2.889 2.351 -0.814
O -1.545 1.321 0.957
N -1.498 0.354 -1.422
C -1.177 1.141 -2.594
C 0.198 1.827 -2.513
O 0.887 1.987 -3.501
N 0.531 2.222 -1.277
C 1.846 2.720 -0.928
C 2.714 1.583 -0.377
C 2.181 1.076 0.960
C 2.106 2.206 1.988
C 1.543 1.686 3.307
C 1.229 3.337 1.448
C 1.731 3.847 0.098
C -0.642 -0.696 -1.049
C 0.447 -1.070 -1.836
C 1.281 -2.096 -1.437
C 1.069 -2.788 -0.252
C 2.001 -3.883 0.201
C 3.395 -3.314 0.478
C 2.070 -5.012 -0.830
C -0.030 -2.426 0.513
C -0.878 -1.405 0.124
H -3.749 -0.717 -2.709
H -5.519 -0.585 -2.728
H -4.505 0.863 -2.496
H -4.447 0.338 3.326
H -3.490 -1.132 3.179
H -2.784 0.434 2.702
H -1.215 0.521 -3.493
H -1.940 1.918 -2.671
H -0.094 2.045 -0.505
H 2.285 3.095 -1.859
H 3.733 1.954 -0.248
H 2.739 0.767 -1.102
H 1.186 0.646 0.829
H 2.834 0.282 1.331
H 3.118 2.593 2.158
H 1.504 2.481 4.049
H 2.158 0.879 3.698
H 0.534 1.310 3.151
H 1.221 4.165 2.161
H 0.203 2.974 1.362
H 1.056 4.616 -0.282
H 2.718 4.297 0.224
H 0.664 -0.560 -2.760
H 2.119 -2.349 -2.068
H 1.610 -4.299 1.136
H 3.831 -2.904 -0.430
H 4.053 -4.094 0.853
H 3.338 -2.521 1.220
H 2.691 -5.824 -0.456
H 1.075 -5.402 -1.032
H 2.496 -4.658 -1.765
H -0.233 -2.947 1.437
H -1.713 -1.148 0.752
*
```

Output
**Gap between HOMO and LUMO**: 9.26 eV
**E_tot**: -1759.6388 Eh
**SMILES**: Cc1noc(C)c1S(=O)(=O)N(CC(=O)N[C@H]1CC[C@@H](C)CC1)c1ccc(C(C)C)cc1
**ΔE to the lowest compared entry with this formula, charge and spin**: 43.4 kcal/mol

Atomic partial charges in e from the Mulliken method, atoms 1 to 2: atom 1 (C): -1.090, atom 2 (C): -0.011

***

# 3
# C32H30BBiBrN11O2S4Sb

A molecular structure, C32H30BBiBrN11O2S4Sb in a non-equilibrium geometry (ωB97M-V/def2-TZVPD, the OMol25 dataset).

Geometry as ORCA input:
```
! RIJCOSX wB97M-V def2-TZVPD def2/J DEFGRID3
* xyz 0 2
Bi 0.347 -0.093 -0.096
C -3.843 -1.996 0.122
C -3.030 -0.866 0.244
N -1.807 -1.211 0.630
N -1.801 -2.556 0.759
C -3.018 -3.046 0.460
B -0.551 -3.383 1.136
N 0.248 -3.677 -0.175
C 0.792 -4.754 -0.776
C 1.333 -4.364 -1.982
C 1.070 -2.994 -2.048
N 0.416 -2.595 -0.966
N 0.359 -2.542 2.088
C 0.903 -2.968 3.237
C 1.561 -1.912 3.836
C 1.367 -0.843 2.968
N 0.634 -1.228 1.928
N -1.007 -4.607 1.921
C -0.644 -5.917 1.932
C -1.293 -6.532 2.970
C -2.044 -5.499 3.564
N -1.866 -4.352 2.941
H -4.883 -2.037 -0.148
H -3.277 0.175 0.094
H -3.218 -4.102 0.524
H 0.784 -5.730 -0.332
H 1.832 -4.982 -2.707
H 1.316 -2.283 -2.822
H 0.775 -3.986 3.566
H 2.097 -1.912 4.768
H 1.711 0.175 3.049
H 0.048 -6.335 1.228
H -1.237 -7.568 3.255
H -2.701 -5.553 4.417
C 2.600 0.412 -3.575
O 1.301 0.717 -3.072
C 0.422 1.308 -3.922
C 0.627 1.466 -5.284
C -0.376 2.017 -6.074
Br -0.081 2.193 -7.938
C -1.571 2.417 -5.532
C -1.770 2.287 -4.153
C -0.781 1.742 -3.346
O -0.958 1.610 -2.017
C -3.002 2.725 -3.507
N -3.249 2.514 -2.236
C -4.489 3.077 -1.990
C -5.232 3.135 -0.813
C -6.456 3.771 -0.862
C -6.940 4.341 -2.049
C -6.215 4.290 -3.224
C -4.986 3.644 -3.170
N -4.010 3.412 -4.121
H 2.543 -0.329 -4.376
H 3.154 0.005 -2.736
H 3.095 1.317 -3.928
H 1.548 1.152 -5.745
H -2.344 2.815 -6.173
H -1.894 1.869 -1.834
H -4.851 2.693 0.099
H -7.060 3.835 0.034
H -7.903 4.834 -2.043
H -6.588 4.733 -4.138
H -4.026 3.712 -5.078
S 3.696 3.259 2.332
Sb 2.462 2.421 0.578
S 2.955 0.124 0.164
S 0.195 2.077 1.285
S 2.652 3.755 -1.255
N -1.353 0.946 4.016
C -2.643 0.974 3.524
C -3.184 2.154 3.005
C -4.488 2.180 2.538
C -5.279 1.039 2.568
C -4.739 -0.139 3.071
C -3.438 -0.177 3.543
H -0.932 0.043 4.144
H -0.725 1.674 3.719
H -2.568 3.046 2.967
H -4.892 3.107 2.149
H -6.301 1.067 2.213
H -5.333 -1.044 3.088
H -3.016 -1.105 3.913
*
```

Output
**Gap between HOMO and LUMO (alpha / beta)**: 7.35 / 4.65 eV
**E_tot**: -6636.8747 Eh

Atomic partial charges in e from the Mulliken method, atoms 1 to 2: atom 1 (Bi): 1.900, atom 2 (C): -1.377

***

# 4
# C2H7ClNP

2 unconnected molecules or ions with the total composition C2H7ClNP in a non-equilibrium geometry (ωB97M-V/def2-TZVPD, the OMol25 dataset).

Geometry as ORCA input:
```
! RIJCOSX wB97M-V def2-TZVPD def2/J DEFGRID3
* xyz 0 1
C 0.567 -1.244 -0.144
C -1.402 0.375 -0.515
N -1.006 1.541 0.105
P 1.715 0.069 0.100
Cl -2.755 -0.404 0.173
H 0.507 -1.678 -1.128
H 0.171 -1.809 0.678
H -1.386 0.392 -1.596
H -1.072 1.516 1.117
H -0.088 1.857 -0.207
H 2.936 -0.593 -0.073
H 1.814 -0.023 1.489
*
```

Output
**Gap between HOMO and LUMO (alpha / beta)**: 7.63 / 8.39 eV
**E_tot**: -936.5727 Eh
**ΔE to the lowest compared entry with this formula, charge and spin**: 66.2 kcal/mol

Atomic partial charges in e from the Mulliken method, atoms 1 to 2: atom 1 (C): -0.757, atom 2 (C): -0.098

***

Q: The lowest E_tot belongs to which entry?
A: C16H31Br12FNO5PS

***

Q: Number 4 is which compound?
A: C2H7ClNP